Below is 11 unconnected molecules or ions with the total composition C74H80ClFINO5 in a non-equilibrium geometry, with properties calculated with ωB97M-V with the def2-TZVPD basis set.

```
! RIJCOSX wB97M-V def2-TZVPD def2/J DEFGRID3
* xyz 0 1
C -0.43219 -5.50808 -6.75628
C 1.02511 -5.02373 -6.17338
O 1.74980 -5.95516 -5.50656
O 1.59212 -3.66562 -6.26359
C 0.48703 -2.71002 -6.00880
C 1.08111 -1.18547 -5.91277
C 1.68010 -0.78899 -4.41302
C 0.61607 0.01608 -3.46315
N -0.49331 0.85094 -4.13551
C -1.67219 -0.09338 -4.24196
C -3.13113 0.72170 -4.21784
O -3.28606 1.88342 -3.53372
O -4.32622 0.22363 -4.97554
C -1.49401 -1.21345 -3.01516
Cl -3.14488 -1.09935 -2.18254
C -0.12526 -0.80380 -2.21131
C -0.18859 0.39994 -1.07176
C -0.70448 -0.09414 0.40181
O -1.54247 -1.09856 0.66650
I 0.05374 1.09503 2.13183
C 0.58230 -2.19224 -1.66825
C 2.12670 -1.89750 -1.09755
F 0.57901 -3.29405 -2.70224
H -0.36263 -6.52151 -7.34991
H -1.15107 -5.59485 -5.80782
H -0.95374 -4.72978 -7.47513
H -0.19775 -2.73716 -6.98649
H -0.20811 -3.03161 -5.12415
H 0.27046 -0.43972 -6.30726
H 1.99669 -1.12878 -6.67216
H 2.56903 -0.02379 -4.63655
H 2.20747 -1.71233 -3.88384
H 1.29968 0.89955 -3.04159
H -0.63554 1.71116 -3.54983
H -0.26339 1.28442 -5.07398
H -1.60767 -0.72556 -5.22973
H -1.55468 -2.21482 -3.61693
H -0.87139 1.31606 -1.41637
H 0.88937 0.88416 -0.90100
H 0.00418 -2.66105 -0.73802
H 2.10024 -2.04563 0.08526
H 2.85067 -2.70664 -1.53991
H 2.47068 -0.78814 -1.26976
C 1.52890 1.53662 5.82448
C 2.69704 0.84649 6.14693
C 2.67847 -0.13114 7.14125
C 1.49164 -0.41600 7.81691
C 0.32555 0.28066 7.50092
C 0.34321 1.25568 6.50397
H 1.54219 2.29359 5.04503
H 3.62256 1.07015 5.62226
H 3.58829 -0.67118 7.38991
H 1.47625 -1.17939 8.58982
H -0.59818 0.06300 8.03147
H -0.56612 1.79684 6.25621
C -4.46106 -2.76404 1.35019
C -5.41644 -1.75539 1.47139
C -6.74899 -2.08227 1.72080
C -7.12750 -3.41928 1.84484
C -6.17374 -4.42838 1.71439
C -4.84047 -4.10139 1.46871
H -3.42168 -2.50873 1.16253
H -5.12208 -0.71356 1.37221
H -7.49268 -1.29576 1.81860
H -8.16512 -3.67417 2.04172
H -6.46953 -5.47070 1.80510
H -4.09694 -4.88778 1.36941
C -0.34776 4.87250 -7.16677
C 0.50376 5.90903 -6.78557
C 1.75264 5.62035 -6.23626
C 2.14878 4.29385 -6.06389
C 1.29346 3.25725 -6.43649
C 0.04607 3.54588 -6.98929
H -1.31805 5.09778 -7.60095
H 0.19416 6.94278 -6.91746
H 2.41739 6.42844 -5.94245
H 3.12273 4.06861 -5.63836
H 1.59955 2.22336 -6.29675
H -0.61940 2.73797 -7.28177
C -12.60875 -3.83894 2.64858
C -13.29269 -3.82837 3.86387
C -12.63072 -3.45877 5.03433
C -11.28235 -3.10355 4.99033
C -10.59596 -3.12308 3.77648
C -11.25885 -3.48906 2.60536
H -13.12656 -4.12050 1.73572
H -14.34278 -4.10763 3.89872
H -13.16497 -3.44736 5.98074
H -10.76702 -2.81307 5.90161
H -9.54356 -2.85202 3.74287
H -10.72442 -3.50196 1.65914
C 6.01738 5.49755 -3.18962
C 5.03854 4.52738 -3.40283
C 5.33703 3.17944 -3.20608
C 6.61683 2.80076 -2.79993
C 7.59835 3.77021 -2.59570
C 7.29885 5.11850 -2.78880
H 5.78258 6.54827 -3.33651
H 4.04191 4.82212 -3.72181
H 4.57294 2.42389 -3.36905
H 6.84896 1.75090 -2.64406
H 8.59752 3.47487 -2.28491
H 8.06318 5.87404 -2.62733
C 6.63785 -2.16351 3.00992
C 5.76453 -2.21732 4.09584
C 4.65746 -1.37065 4.14405
C 4.42573 -0.46618 3.10748
C 5.30420 -0.40589 2.02600
C 6.40924 -1.25517 1.97592
H 7.49663 -2.82801 2.96941
H 5.94639 -2.92032 4.90492
H 3.97518 -1.41525 4.98888
H 3.56191 0.19177 3.14349
H 5.12710 0.30306 1.22091
H 7.09242 -1.20969 1.13193
C 6.34283 2.86212 5.87349
C 5.25981 3.59665 5.39148
C 4.94033 4.82718 5.96462
C 5.70187 5.32182 7.02368
C 6.77925 4.58297 7.51183
C 7.10109 3.35414 6.93626
H 6.59560 1.90648 5.42230
H 4.66470 3.21013 4.56787
H 4.09829 5.40094 5.58645
H 5.45482 6.28167 7.46871
H 7.36927 4.96549 8.34111
H 7.94214 2.77958 7.31525
C -9.31980 -3.42881 9.69013
C -10.19312 -3.48262 10.77605
C -11.30018 -2.63595 10.82426
C -11.53191 -1.73148 9.78769
C -10.65344 -1.67118 8.70621
C -9.54841 -2.52046 8.65613
H -8.46101 -4.09331 9.64962
H -10.01125 -4.18561 11.58513
H -11.98247 -2.68054 11.66909
H -12.39573 -1.07352 9.82370
H -10.83054 -0.96224 7.90111
H -8.86522 -2.47498 7.81214
C 3.22851 5.81494 0.34234
C 2.54457 5.82552 1.55763
C 3.20653 6.19511 2.72809
C 4.55491 6.55033 2.68409
C 5.24130 6.53080 1.47024
C 4.57841 6.16483 0.29912
H 2.71070 5.53339 -0.57052
H 1.49448 5.54626 1.59248
H 2.67229 6.20653 3.67450
H 5.07024 6.84082 3.59537
H 6.29370 6.80187 1.43663
H 5.11283 6.15192 -0.64710
C 3.67823 -2.85472 -11.17307
C 4.55146 -3.85632 -11.59625
C 4.86886 -4.91235 -10.74255
C 4.31598 -4.96471 -9.46278
C 3.45001 -3.95819 -9.03620
C 3.12961 -2.90409 -9.89124
H 3.42586 -2.03557 -11.84091
H 4.98438 -3.81430 -12.59259
H 5.54677 -5.69456 -11.07394
H 4.56103 -5.78866 -8.79837
H 3.02366 -3.99564 -8.03672
H 2.45292 -2.12104 -9.55951
*
```

Output
Energy (eV): -113092.166
Gap between HOMO and LUMO (hartree): 0.258
Lowest unoccupied orbital energy (Ha): -0.030
Structure (SMILES): CC(=O)OCCC[C@H]1[NH2+][C@H](C(=O)[O-])[C@H](Cl)[C@@]1(CC(=O)I)[C@H](C)F.c1ccccc1.c1ccccc1.c1ccccc1.c1ccccc1.c1ccccc1.c1ccccc1.c1ccccc1.c1ccccc1.c1ccccc1.c1ccccc1

Mulliken atomic charge list, values in e, 8 entries: -0.832, 0.670, -0.565, -0.336, -0.349, -0.598, -0.310, -0.619